1.
Molecular formula: C58H59BN2O3P3S2Ti
Method: DFT, ωB97M-V/def2-TZVPD

For the relative energy (zero: lowest compared OMol25 entry of this formula, charge and spin), the calculation gives 236.76 kJ/mol. As for the HOMO-LUMO gap: 7.33 eV. Its HOMO energy is -0.3657 hartree. For the total energy, the calculation gives -5275.55419 hartree.

ORCA input file:
```
! wB97M-V def2-TZVPD RIJCOSX def2/J DEFGRID3
* xyz 1 1
Ti 0.84 -0.06 0.40
S 1.27 -2.99 0.75
P 1.41 -2.40 -1.13
C 0.51 -0.91 -1.48
P -1.17 -1.34 -1.71
S -2.51 0.02 -0.88
C -1.64 -1.05 -3.45
C -0.76 -0.34 -4.25
C -1.08 -0.06 -5.57
C -2.29 -0.48 -6.08
C -3.19 -1.17 -5.28
C -2.87 -1.45 -3.96
C -1.78 -3.02 -1.34
C -1.77 -4.00 -2.33
C -2.08 -5.31 -2.01
C -2.36 -5.66 -0.70
C -2.40 -4.68 0.29
C -2.12 -3.36 -0.04
C 1.25 -3.71 -2.38
C 1.16 -3.34 -3.72
C 1.23 -4.30 -4.71
C 1.39 -5.63 -4.36
C 1.46 -6.01 -3.03
C 1.40 -5.04 -2.04
C 3.17 -2.03 -1.51
C 3.53 -1.01 -2.38
C 4.87 -0.84 -2.71
C 5.82 -1.70 -2.20
C 5.46 -2.73 -1.34
C 4.13 -2.89 -1.00
H 0.19 -0.02 -3.82
H -0.39 0.49 -6.20
H -2.54 -0.28 -7.11
H -4.14 -1.49 -5.67
H -3.56 -1.98 -3.32
H -1.53 -3.73 -3.35
H -2.08 -6.06 -2.79
H -2.58 -6.69 -0.46
H -2.62 -4.95 1.31
H -2.18 -2.60 0.72
H 1.04 -2.29 -3.98
H 1.16 -4.01 -5.75
H 1.46 -6.38 -5.14
H 1.58 -7.05 -2.77
H 1.46 -5.31 -0.99
H 2.76 -0.37 -2.78
H 5.17 -0.05 -3.38
H 6.86 -1.58 -2.47
H 6.21 -3.40 -0.94
H 3.82 -3.68 -0.32
N 1.77 2.20 2.92
P 0.11 2.00 2.48
C -0.32 3.78 2.60
C -0.06 4.51 3.76
C -0.33 5.87 3.79
C -0.87 6.49 2.68
C -1.16 5.76 1.54
C -0.88 4.40 1.50
C -0.57 1.46 4.10
C -1.91 1.71 4.36
C -2.47 1.30 5.56
C -1.69 0.65 6.50
C -0.36 0.40 6.24
C 0.20 0.79 5.04
C 2.80 1.49 2.40
C 4.12 1.93 2.61
C 5.17 1.21 2.09
C 4.88 0.02 1.42
C 3.57 -0.36 1.28
N 2.53 0.36 1.72
H 2.02 3.02 3.46
H 0.34 4.01 4.64
H -0.12 6.43 4.69
H -1.06 7.55 2.71
H -1.60 6.25 0.69
H -1.08 3.82 0.60
H -2.51 2.23 3.63
H -3.51 1.51 5.76
H -2.13 0.33 7.43
H 0.25 -0.11 6.98
H 1.24 0.57 4.83
H 4.29 2.84 3.18
H 6.18 1.55 2.21
H 5.67 -0.61 1.04
H 3.32 -1.32 0.84
C -6.39 -2.19 3.90
C -5.22 -1.53 3.24
C -5.37 -0.39 2.47
C -4.29 0.17 1.80
C -4.52 1.44 1.03
C -3.03 -0.44 1.87
C -1.96 0.15 0.98
O -0.72 -0.32 1.03
C -2.84 -1.52 2.74
C -1.51 -2.11 3.11
C -3.95 -2.06 3.39
H -7.28 -1.56 3.85
H -6.16 -2.40 4.95
H -6.60 -3.14 3.42
H -6.34 0.07 2.37
H -5.55 1.77 1.16
H -4.34 1.31 -0.03
H -3.85 2.22 1.39
H -1.96 1.26 1.09
H -0.73 -2.00 2.36
H -1.61 -3.16 3.34
H -1.16 -1.61 4.02
H -3.81 -2.91 4.04
C 1.65 4.93 -0.90
C 1.29 3.73 -1.78
C 0.47 4.23 -2.97
O 0.46 2.84 -1.01
B 1.14 1.72 -0.67
O 2.41 1.74 -1.22
C 2.53 2.84 -2.14
C 2.46 2.26 -3.56
C 3.90 3.49 -1.95
H 0.75 5.45 -0.60
H 2.28 5.62 -1.46
H 2.18 4.60 -0.01
H -0.34 4.85 -2.61
H 0.03 3.40 -3.53
H 1.09 4.83 -3.64
H 1.55 1.68 -3.67
H 3.32 1.62 -3.73
H 2.46 3.05 -4.30
H 4.05 3.87 -0.94
H 4.03 4.31 -2.66
H 4.67 2.75 -2.15
*
```

Results of the Mulliken charge analysis, in e, for atoms 1 through 5: atom 1 (Ti): -1.432, atom 2 (S): -0.455, atom 3 (P): 0.840, atom 4 (C): 0.675, atom 5 (P): 1.425

2.
Molecular formula: C40H58BN8S2V
Method: DFT, ωB97M-V/def2-TZVPD

For the relative energy (zero: lowest compared OMol25 entry of this formula, charge and spin), the calculation gives 0.00 kJ/mol. As for the HOMO-LUMO gap (alpha / beta): 6.10 / 6.98 eV. Its HOMO energy (alpha / beta) is -0.3924 / -0.3923 hartree. For the total energy, the calculation gives -3762.25099 hartree.

ORCA input file:
```
! wB97M-V def2-TZVPD RIJCOSX def2/J DEFGRID3
* xyz 1 2
V -0.10 -0.30 -1.55
C -2.59 -1.57 -3.30
C -2.46 -2.93 -2.60
C -1.68 -3.93 -3.45
C -1.88 -2.83 -1.22
C -2.13 -3.68 -0.15
C -1.42 -3.18 0.94
C -1.48 -3.74 2.34
C -2.42 -2.88 3.20
C -0.15 -4.02 3.03
N -0.75 -2.09 0.53
N -1.03 -1.87 -0.81
B -0.08 -0.96 1.38
N -1.05 0.26 1.32
N -1.60 0.53 0.08
C -2.63 1.36 0.30
C -2.72 1.65 1.66
C -1.70 0.95 2.28
C -1.47 1.05 3.78
C -0.38 0.22 4.43
C -1.25 2.52 4.16
C -3.70 1.76 -0.71
C -4.58 2.88 -0.15
C -3.25 2.13 -2.11
N 1.30 -0.55 0.80
N 1.41 -0.01 -0.48
C 2.71 0.40 -0.67
C 3.39 0.15 0.50
C 2.49 -0.46 1.39
C 2.80 -1.10 2.71
C 3.07 -2.59 2.48
C 4.00 -0.42 3.37
C 3.29 0.90 -1.95
C 3.69 2.38 -1.82
C 4.49 0.03 -2.34
H -3.41 -1.57 -4.02
H -2.80 -0.77 -2.59
H -1.68 -1.35 -3.84
H -3.47 -3.32 -2.45
H -0.68 -3.53 -3.70
H -1.54 -4.88 -2.93
H -2.21 -4.13 -4.39
H -2.78 -4.55 -0.16
H -1.96 -4.71 2.20
H -2.09 -1.83 3.22
H -3.44 -2.90 2.81
H -2.44 -3.25 4.23
H 0.35 -3.11 3.37
H -0.32 -4.65 3.91
H 0.54 -4.56 2.37
H 0.08 -1.35 2.49
H -3.43 2.29 2.14
H -2.42 0.74 4.22
H 0.60 0.48 4.04
H -0.37 0.45 5.50
H -0.53 -0.86 4.34
H -0.24 2.84 3.88
H -1.97 3.19 3.68
H -1.35 2.64 5.24
H -4.34 0.87 -0.80
H -3.96 3.75 0.13
H -5.29 3.21 -0.90
H -5.14 2.58 0.73
H -2.75 3.11 -2.11
H -2.57 1.41 -2.54
H -4.12 2.20 -2.76
H 4.43 0.35 0.69
H 1.94 -1.00 3.37
H 3.98 -2.73 1.88
H 3.21 -3.10 3.44
H 2.24 -3.07 1.96
H 4.92 -0.59 2.79
H 3.85 0.67 3.46
H 4.15 -0.83 4.37
H 2.55 0.80 -2.73
H 4.47 2.50 -1.07
H 4.08 2.75 -2.78
H 2.84 3.01 -1.53
H 5.31 0.14 -1.61
H 4.21 -1.02 -2.40
H 4.87 0.35 -3.32
S -0.11 1.68 -2.61
C -0.15 3.02 -1.47
N 0.12 2.98 -0.22
C 0.07 4.26 0.33
C 0.31 4.57 1.68
C 0.22 5.88 2.09
C -0.10 6.90 1.18
C -0.34 6.62 -0.15
C -0.24 5.29 -0.56
S -0.50 4.60 -2.13
H 0.57 3.76 2.36
H 0.40 6.13 3.13
H -0.17 7.92 1.53
H -0.57 7.41 -0.86
C 1.95 -2.95 -1.25
C 1.58 -2.45 -2.61
C 2.01 -2.96 -3.78
C 1.48 -2.16 -4.86
C 0.76 -1.15 -4.33
C 0.12 -0.05 -5.14
N 0.78 -1.29 -2.90
H 2.42 -3.93 -1.37
H 1.10 -3.09 -0.58
H 2.67 -2.30 -0.75
H 2.64 -3.84 -3.87
H 1.65 -2.31 -5.92
H -0.02 -0.43 -6.16
H 0.76 0.83 -5.21
H -0.85 0.28 -4.78
*
```

Results of the Mulliken charge analysis, in e, for atoms 1 through 5: atom 1 (V): 0.113, atom 2 (C): -1.299, atom 3 (C): 0.391, atom 4 (C): -1.201, atom 5 (C): -0.962

3.
Molecular formula: H22O11
Method: DFT, ωB97M-V/def2-TZVPD

For the relative energy (zero: lowest compared OMol25 entry of this formula, charge and spin), the calculation gives 374.00 kJ/mol. As for the HOMO-LUMO gap: 10.28 eV. Its HOMO energy is -0.3863 hartree. The SMILES is O.O.O.O.O.O.O.O.O.O.O. For the total energy, the calculation gives -840.73768 hartree.

ORCA input file:
```
! wB97M-V def2-TZVPD RIJCOSX def2/J DEFGRID3
* xyz 0 1
O -0.13 0.23 -0.99
H -0.01 1.08 -0.54
H 0.76 -0.12 -1.09
O -1.32 3.22 -2.56
H -2.23 2.91 -2.63
H -0.79 2.51 -2.93
O 0.16 3.73 1.78
H -0.68 4.09 2.09
H -0.03 2.80 1.62
O 1.29 2.42 3.15
H 1.93 3.00 2.73
H 1.80 1.62 3.35
O -0.55 -3.67 1.78
H -0.95 -4.54 1.90
H -0.66 -3.49 0.84
O 2.17 -2.38 -0.80
H 2.22 -1.68 -1.46
H 1.95 -1.91 0.02
O -2.86 -2.76 0.55
H -3.82 -2.69 0.49
H -2.60 -1.99 1.08
O -4.20 -1.56 -1.13
H -5.09 -1.53 -1.49
H -4.19 -0.88 -0.45
O -2.31 2.03 -0.14
H -2.84 2.70 0.31
H -2.57 1.20 0.29
O 4.82 -0.09 -2.27
H 4.02 0.19 -2.73
H 5.46 0.60 -2.47
O 4.03 -1.51 0.78
H 3.43 -1.08 0.16
H 3.77 -2.44 0.75
*
```

Results of the Mulliken charge analysis, in e, for atoms 1 through 5: atom 1 (O): -0.591, atom 2 (H): 0.315, atom 3 (H): 0.227, atom 4 (O): -0.626, atom 5 (H): 0.299

4.
Molecular formula: CH2O3P2
Method: DFT, ωB97M-V/def2-TZVPD

For the relative energy (zero: lowest compared OMol25 entry of this formula, charge and spin), the calculation gives 39.09 kJ/mol. As for the HOMO-LUMO gap: 10.07 eV. Its HOMO energy is -0.3810 hartree. The SMILES is O=[P@@]12C[P@]1(=O)O2. For the total energy, the calculation gives -947.76254 hartree.

ORCA input file:
```
! wB97M-V def2-TZVPD RIJCOSX def2/J DEFGRID3
* xyz 0 1
O 0.21 -1.70 -1.58
P 0.33 -0.50 -0.79
C -0.82 0.58 0.12
P 0.74 0.59 1.32
O 0.74 -0.88 1.49
O 1.57 0.35 -0.65
H -1.69 0.09 0.55
H -1.09 1.46 -0.45
*
```

Results of the Mulliken charge analysis, in e, for atoms 1 through 5: atom 1 (O): -0.610, atom 2 (P): 1.033, atom 3 (C): -0.613, atom 4 (P): 0.399, atom 5 (O): -0.457